Computed, not measured: a structure of composition C47H119BeN8O15 at a distorted geometry, with ωB97M-V/def2-TZVPD.

Geometry as XYZ:
```
190
Properties=species:S:1:pos:R:3:forces:R:3
Be -2.0911 -2.2549 -0.1784 2.33 1.87 -0.34
C 0.0857 1.7026 -0.4869 0.38 -0.62 0.01
C 0.6202 0.3571 0.0460 -1.22 -0.68 0.13
C 1.3721 0.6262 1.3492 0.65 1.18 -0.24
O -0.4029 -0.5781 0.1934 -1.10 -0.86 0.08
H -0.5247 1.5285 -1.3751 0.35 0.18 -0.25
H 0.9607 2.3283 -0.6756 -0.35 0.36 -0.31
H -0.5807 2.1931 0.2285 0.16 -0.06 0.25
H 1.3285 -0.0888 -0.6776 0.45 0.64 0.01
H 0.7234 0.9016 2.1842 -0.23 -0.72 0.07
H 1.9276 1.5690 1.2395 0.17 -0.17 -0.23
H 2.1416 -0.1098 1.5882 -0.37 -0.26 0.31
C 3.6014 -3.6145 2.7734 0.06 1.42 0.40
O 3.6377 -3.7904 1.3858 0.62 -1.23 -0.51
C 3.1746 -2.7323 0.5895 -0.59 0.61 0.98
C 3.2660 -3.1150 -0.8651 0.41 -0.65 0.94
N 2.4097 -4.2777 -1.1433 0.12 0.40 -0.11
C 2.4139 -4.6923 -2.5541 -0.58 0.14 0.33
C 3.7573 -5.0014 -3.2066 0.31 0.26 0.96
O 3.5682 -5.5403 -4.4844 -0.15 0.13 -0.19
C 3.7521 -6.9372 -4.5639 -0.03 -0.21 0.33
H 4.0805 -4.3983 3.3557 -0.24 -0.59 -0.60
H 2.5729 -3.4545 3.1138 0.03 -0.05 0.20
H 4.1929 -2.7320 3.0544 -0.26 0.23 -0.06
H 3.7198 -1.7956 0.7812 0.39 -0.15 -0.07
H 2.1497 -2.4777 0.9053 -0.21 -0.08 -0.35
H 4.3017 -3.4546 -0.9900 0.19 0.70 -0.42
H 3.0243 -2.2170 -1.4294 0.00 -0.32 -0.49
H 2.8389 -5.0222 -0.5994 -0.30 -0.09 0.10
H 1.9340 -3.8918 -3.1235 0.02 -0.13 -0.13
H 1.7405 -5.5536 -2.5679 0.21 -0.17 -0.45
H 4.3710 -5.6317 -2.5458 -0.21 -0.42 -0.15
H 4.3473 -4.0814 -3.2409 -0.16 0.10 -0.53
H 4.8192 -7.1639 -4.4946 -0.03 -0.21 -0.20
H 3.3097 -7.2983 -5.4893 0.28 0.18 -0.20
H 3.2383 -7.4912 -3.7675 -0.01 0.23 0.17
C -1.8209 1.9472 5.4371 -0.31 -0.21 0.37
O -2.3721 2.7007 4.3799 0.19 -0.34 -0.36
C -1.6026 2.6715 3.1984 0.21 0.57 -0.86
C -0.2898 3.4430 3.3079 0.30 -0.82 -0.19
N -0.4618 4.8694 3.5382 -0.23 -1.06 0.73
C 0.6685 5.4571 4.2660 -0.69 1.49 -0.19
C 0.6668 5.2094 5.7659 0.87 -0.34 -0.65
O -0.3943 5.9382 6.3330 0.04 -0.41 0.10
C -0.7270 5.4214 7.6144 0.35 0.47 -0.26
H -0.9960 2.4594 5.9371 -0.12 0.11 0.14
H -1.4367 0.9539 5.1674 -0.04 0.08 -0.52
H -2.6603 1.7673 6.1082 0.22 0.17 0.32
H -2.2156 3.0996 2.3978 -0.15 0.18 0.20
H -1.3792 1.6504 2.8582 0.03 -0.15 0.30
H 0.2926 3.2992 2.3918 -0.06 -0.11 -0.02
H 0.2578 2.9098 4.1038 0.29 0.32 0.04
H -1.2500 4.8916 4.1864 -0.06 0.60 -0.10
H 0.5273 6.5404 4.1590 -0.05 0.05 0.22
H 1.6312 5.3521 3.7643 -0.04 -0.85 0.08
H 1.6614 5.5057 6.1284 -0.20 0.29 0.39
H 0.5882 4.1440 6.0227 -0.18 -0.07 -0.15
H -1.4540 6.1121 8.0330 -0.09 -0.20 0.14
H 0.1736 5.4023 8.2370 -0.12 -0.01 0.18
H -1.1198 4.4030 7.5339 -0.14 0.04 0.05
C -4.7429 -4.2264 -2.2251 -0.36 -0.21 0.25
O -3.3731 -3.9637 -1.9960 0.05 0.25 0.17
C -2.5961 -5.1341 -1.8608 -0.15 -0.77 0.10
C -1.1515 -4.7250 -1.8286 0.94 -0.36 -0.92
N -0.7716 -4.0239 -0.6145 -2.06 1.60 0.79
C -0.9898 -4.7626 0.6213 0.15 -0.77 -0.01
C -0.4888 -3.9606 1.7685 -0.47 0.22 0.98
O -1.3297 -2.7948 1.8712 -0.19 0.40 -1.49
C -0.6710 -1.7734 2.6153 1.29 -0.13 1.20
H -5.2078 -4.6239 -1.3172 -0.07 -0.13 -0.08
H -4.8867 -4.9300 -3.0499 0.13 -0.09 0.05
H -5.2720 -3.3143 -2.4968 0.28 0.18 0.07
H -2.8106 -5.8674 -2.6474 0.24 0.42 -0.48
H -2.8731 -5.7256 -0.9755 -0.07 0.39 0.24
H -0.9231 -4.0867 -2.6818 -0.39 0.24 0.17
H -0.4592 -5.5552 -2.0187 -0.39 -0.45 0.45
H 0.1986 -3.7183 -0.6656 0.15 -0.07 -0.04
H -0.5036 -5.7453 0.6139 0.10 0.02 -0.04
H -2.0565 -4.9407 0.7710 -0.01 -0.03 -0.06
H 0.5700 -3.7121 1.6672 -0.09 0.29 -0.16
H -0.6160 -4.4833 2.7207 0.17 -0.28 -0.12
H 0.3132 -1.5859 2.1976 -0.08 0.06 -0.19
H -0.5208 -2.1437 3.6414 -0.20 -0.11 -0.03
H -1.1653 -0.8146 2.6819 -0.42 -0.24 -0.54
C 4.7622 2.0046 1.8312 -0.40 -0.40 0.34
O 5.2167 2.9263 0.8811 0.26 -0.02 0.08
C 4.2276 3.4226 -0.0044 -0.38 0.55 0.88
C 3.8002 2.4387 -1.0644 0.44 -0.03 -0.48
N 4.9638 2.0363 -1.8560 -0.58 0.75 0.04
C 4.6279 1.2191 -3.0125 0.46 -0.28 0.85
C 4.0450 -0.1428 -2.6005 0.99 0.01 -0.79
O 4.2638 -1.1133 -3.6260 -0.90 -0.01 0.35
C 5.5837 -1.5594 -3.7117 0.95 -0.43 -0.82
H 4.6782 0.9879 1.4244 -0.05 0.00 -0.06
H 3.7847 2.2723 2.2527 -0.05 0.12 -0.20
H 5.4368 1.9601 2.6865 0.32 0.16 -0.24
H 4.6458 4.3558 -0.3805 0.13 -0.29 -0.57
H 3.3570 3.7630 0.5786 -0.12 -0.29 0.04
H 3.0776 2.9302 -1.7230 0.00 0.01 0.00
H 3.2954 1.5638 -0.6268 -0.11 0.18 0.21
H 5.6054 1.6025 -1.2030 0.26 -0.21 -0.39
H 5.5338 1.0902 -3.6036 0.01 -0.16 0.02
H 3.9244 1.7487 -3.6562 -0.07 0.09 0.12
H 2.9823 -0.0036 -2.3977 -0.09 -0.52 -0.16
H 4.5515 -0.5450 -1.7132 -0.09 0.42 0.30
H 5.5993 -2.3894 -4.4205 -0.18 -0.03 0.04
H 6.0629 -1.9272 -2.7944 -0.55 0.13 0.37
H 6.2893 -0.8349 -4.1343 -0.23 0.28 0.09
C -3.6204 -1.0532 2.4835 -0.25 -0.83 0.25
O -3.2775 -0.8897 1.1189 0.11 -0.42 -0.69
C -3.7388 0.3256 0.5278 -0.32 0.70 0.29
C -3.2164 0.3956 -0.8790 0.22 -0.32 0.22
N -3.6307 -0.8661 -1.4826 1.27 -1.10 0.32
C -3.2684 -0.9631 -2.8874 -1.17 0.12 -0.84
C -1.8065 -0.9359 -3.1516 0.70 0.81 0.44
O -1.1055 -1.8684 -2.3500 -0.61 -0.32 0.22
C 0.2898 -1.7497 -2.5434 0.34 0.64 0.23
H -3.1236 -1.9693 2.7986 0.06 0.29 0.17
H -4.6843 -1.2713 2.6218 -0.11 0.51 -0.19
H -3.2953 -0.2009 3.0835 -0.11 0.02 -0.03
H -3.4463 1.1797 1.1469 0.34 -0.09 -0.07
H -4.8373 0.3824 0.4878 -0.04 -0.46 0.23
H -2.1266 0.4084 -0.8588 -0.01 0.07 0.10
H -3.5967 1.2528 -1.4417 -0.11 0.15 0.19
H -4.6309 -0.9819 -1.3646 0.00 -0.18 -0.04
H -3.6778 -0.1065 -3.4404 0.04 0.08 0.02
H -3.7618 -1.8178 -3.3518 0.21 -0.23 0.26
H -1.4235 0.0595 -2.8956 0.05 0.06 -0.12
H -1.6317 -1.0654 -4.2209 0.18 -0.38 0.05
H 0.5035 -1.9661 -3.5923 0.33 -0.14 0.06
H 0.8523 -2.3553 -1.8355 -0.37 -0.52 -0.26
H 0.6673 -0.7572 -2.2783 -0.46 0.22 -0.42
C -2.1064 3.0209 -3.7665 0.02 0.50 0.44
O -2.2300 2.0710 -4.7925 0.19 -0.05 0.17
C -3.4984 2.1294 -5.4191 0.87 -0.26 -0.91
C -3.4098 1.2549 -6.6638 -0.05 -0.86 0.42
N -3.3062 -0.1651 -6.3249 -0.36 -0.43 0.25
C -3.0496 -1.0243 -7.4779 -0.61 0.34 0.20
C -2.9286 -2.4793 -7.0615 0.65 0.06 0.05
O -1.7699 -2.5817 -6.2452 0.27 0.63 0.32
C -1.5239 -3.8075 -5.6065 -0.38 -0.02 -0.36
H -2.9188 2.9499 -3.0326 -0.05 -0.06 -0.02
H -2.1109 4.0510 -4.1402 -0.13 -0.05 -0.17
H -1.1620 2.8970 -3.2360 0.03 -0.30 -0.15
H -3.6948 3.1398 -5.7946 -0.18 0.14 0.44
H -4.2487 1.7868 -4.6992 -0.32 0.12 -0.25
H -2.5316 1.5172 -7.2665 -0.12 0.58 0.00
H -4.3180 1.4004 -7.2526 0.05 0.00 -0.11
H -2.5480 -0.3256 -5.6759 0.10 0.35 -0.01
H -2.1652 -0.6691 -8.0227 0.12 -0.35 -0.11
H -3.9072 -0.9331 -8.1507 0.05 -0.06 -0.10
H -2.8015 -3.1052 -7.9518 -0.16 -0.09 0.02
H -3.7971 -2.8060 -6.4791 -0.16 0.06 -0.16
H -1.2327 -4.5622 -6.3444 0.03 -0.15 0.15
H -2.4078 -4.1555 -5.0545 -0.03 -0.04 -0.02
H -0.7159 -3.6494 -4.8933 0.09 -0.01 -0.10
C -2.1727 7.7516 -0.6029 -0.92 0.47 -0.56
C -2.0168 6.4866 0.2211 0.26 0.37 -0.78
C -2.0588 5.2359 -0.6631 -0.21 0.57 0.40
O -3.2857 5.1684 -1.3587 -0.13 -0.30 -0.54
C -4.4234 4.7657 -0.6270 0.33 0.71 -0.06
N -0.7270 6.5707 0.9197 -0.95 -0.53 0.34
H -2.1482 8.6534 0.0137 0.34 -0.11 0.15
H -3.1484 7.8206 -1.0942 -0.04 -0.32 0.07
H -1.4543 7.8547 -1.4175 0.32 -0.16 0.26
H -2.8933 6.4152 0.8800 0.20 0.07 0.31
H -1.9062 4.3403 -0.0420 0.05 -0.08 -0.07
H -1.2788 5.3018 -1.4228 0.06 -0.11 0.05
H -4.2816 3.7573 -0.2232 -0.22 -0.07 0.02
H -5.2620 4.8478 -1.3160 -0.01 -0.45 -0.05
H -4.6551 5.4720 0.1760 0.10 -0.19 0.23
H -0.8217 7.3853 1.5216 0.38 0.07 -0.03
H -0.7496 5.7970 1.5849 0.50 0.07 0.19
C 2.4663 -0.3361 4.7304 0.05 0.78 0.63
C 2.6786 -0.8619 6.1620 -0.55 -0.11 -1.40
C 1.3204 -1.0350 6.8305 0.77 -0.92 0.60
O 0.9025 0.1978 7.3333 0.26 0.50 -0.05
C -0.2703 0.1870 8.1067 -0.19 0.32 -0.22
N 3.3800 -2.1304 5.8919 0.27 -0.29 0.52
H 1.9764 0.6406 4.7034 0.21 0.10 0.08
H 1.8032 -1.0210 4.2027 0.22 -0.20 -0.05
H 3.4393 -0.2843 4.2396 -0.16 0.14 -0.32
H 3.2822 -0.2166 6.8056 -0.17 0.32 -0.16
H 1.5400 -1.7660 7.6269 -0.65 0.06 0.25
H 0.5560 -1.4484 6.1608 0.13 -0.15 -0.10
H -1.1356 -0.1687 7.5338 0.07 -0.34 0.05
H -0.4888 1.2285 8.3407 0.11 -0.01 0.19
H -0.1506 -0.3770 9.0346 -0.05 -0.12 -0.04
H 4.2992 -1.8359 5.5749 0.00 -0.25 -0.27
H 3.5977 -2.6907 6.7130 -0.36 0.21 0.23
```
Positions in Å, forces in eV/Å.

The charge is +1. As for the lowest unoccupied orbital energy: -2.4256 eV. The calculation puts the HOMO energy at -9.78 eV. As for the HOMO-LUMO gap: 7.3578 eV.